No. 1
ORCA calculation (the ωB97M-V functional and the def2-TZVPD basis) on the molecule C17H15N5O.

## Properties
total charge: 0
E_tot: -27367.147 eV
LUMO energy: -0.15 eV
E_HOMO: -0.302 Eh
ΔE to the lowest compared entry with this formula, charge and spin: 3.345 eV
frontier orbital gap: 8.1 eV

Each line ends with the Mulliken charge.
Element x y z (Å)
N: 1.207 1.991 7.527  -0.514
O: 3.041 0.233 0.581  -0.686
C: 1.178 1.705 6.404  -0.011
C: 1.853 0.223 0.197  0.218
C: 0.785 -0.993 -3.072  -0.507
C: 0.569 -0.571 -1.728  1.984
C: 2.064 -1.225 -3.210  -0.723
C: 1.774 -0.346 -1.165  -0.951
C: -0.561 0.254 0.356  -1.051
C: -0.676 -0.303 -0.940  0.162
C: 1.694 0.308 4.409  -0.628
C: 0.295 2.250 4.256  -0.434
C: 1.632 0.053 3.089  -0.322
C: 0.069 1.978 2.899  -0.349
C: 1.101 1.428 5.028  0.587
C: 0.773 0.884 2.299  0.068
N: 2.750 -0.823 -2.087  -0.082
N: 0.717 0.589 0.915  0.231
N: -2.653 -1.652 -3.561  -0.396
N: -3.162 -0.374 -3.607  -0.334
C: -2.217 -1.947 -2.206  -0.870
C: -2.299 0.459 -2.782  -0.867
C: -2.096 -0.540 -1.573  -0.121
H: -0.040 -1.098 -3.853  0.214
H: 2.579 -1.634 -4.092  0.412
H: -1.447 0.465 0.942  0.510
H: 2.498 -0.136 4.965  0.361
H: 0.011 3.246 4.666  0.314
H: 2.096 -0.930 2.764  0.294
H: -0.461 2.726 2.288  0.415
H: 3.692 -0.465 -2.078  0.282
H: -1.892 -1.904 -4.149  0.357
H: -4.025 -0.410 -3.260  0.286
H: -2.756 -2.710 -1.628  0.301
H: -1.138 -2.327 -2.251  0.305
H: -1.332 0.689 -3.160  0.498
H: -2.788 1.321 -2.337  0.347
H: -2.837 -0.413 -0.847  0.698

---

No. 2
ORCA calculation (the ωB97M-V functional and the def2-TZVPD basis) on a cluster of 2 separate species, C12H15O2 in total.

## Properties
total charge: +1
E_tot: -16773.455 eV
LUMO energy: -5.63 eV
E_HOMO: -0.404 Eh
ΔE to the lowest compared entry with this formula, charge and spin: 1.003 eV
frontier orbital gap: 5.4 eV

Each line ends with the Mulliken charge.
Element x y z (Å)
C: 3.506 -0.096 2.499  -0.660
O: 2.121 0.294 2.441  -0.257
C: 1.235 -0.661 2.421  -0.075
C: -0.148 -0.336 2.446  0.814
C: -1.107 -1.380 2.452  -0.375
C: -2.461 -1.075 2.469  -0.675
C: -2.879 0.266 2.481  -0.283
C: -1.934 1.306 2.478  -0.559
C: -0.579 1.020 2.464  -0.317
H: 4.079 0.830 2.502  0.277
H: 3.705 -0.677 3.409  0.355
H: 3.762 -0.708 1.623  0.285
H: 1.616 -1.691 2.436  0.411
H: -0.726 -2.400 2.444  0.388
H: -3.202 -1.878 2.474  0.405
H: -3.943 0.500 2.494  0.409
H: -2.262 2.347 2.488  0.397
H: 0.177 1.802 2.465  0.444
C: 2.804 -0.706 -1.727  -0.225
C: 2.779 -2.220 -1.941  -0.398
O: 1.390 -2.674 -1.781  -0.433
C: 0.625 -1.572 -1.607  -0.385
C: 1.349 -0.402 -1.555  -0.286
H: 3.394 -0.451 -0.840  0.029
H: 3.261 -0.202 -2.583  0.299
H: 3.115 -2.488 -2.950  0.266
H: 3.400 -2.762 -1.218  0.277
H: -0.454 -1.705 -1.528  0.473
H: 0.949 0.601 -1.438  0.397

---

No. 3
ORCA calculation (the ωB97M-V functional and the def2-TZVPD basis) on a cluster of 2 separate species, C9H10FN3 in total.

## Properties
total charge: 0
E_tot: -16675.049 eV
LUMO energy (alpha / beta): 0.10 / 0.14 eV
E_HOMO (alpha / beta): -0.250 / -0.287 Eh
ΔE to the lowest compared entry with this formula, charge and spin: 2.704 eV
frontier orbital gap (alpha / beta): 6.9 / 7.9 eV

Each line ends with the Mulliken charge.
Element x y z (Å)
C: 0.199 -0.889 -3.041  -0.431
C: 0.008 0.492 -2.848  -0.257
C: 0.959 -1.371 -2.030  -0.245
C: -1.508 2.465 0.836  -0.757
C: 2.735 -0.517 0.893  -0.895
C: -1.561 1.322 1.501  -0.300
C: 1.880 -0.379 -0.049  0.491
C: -0.214 -0.672 1.790  -0.022
C: -1.457 -0.133 1.101  0.522
N: 0.641 0.825 -1.684  -0.837
N: -0.037 -1.339 2.754  -0.463
N: 1.231 -0.266 -1.187  0.540
F: -2.578 -0.702 1.731  -0.334
H: -0.186 -1.519 -3.859  0.358
H: -0.519 1.146 -3.518  0.434
H: 1.476 -2.335 -2.128  0.368
H: -1.893 3.289 1.330  0.299
H: -1.248 2.497 -0.218  0.237
H: 3.758 -0.502 0.796  0.340
H: 2.235 -0.698 1.823  0.234
H: -1.607 1.353 2.629  0.210
H: -1.551 -0.376 0.042  0.253
H: -0.765 -1.689 3.337  0.256

---

Maximum force values (in eV/A) by entry order: 5.8 2.8 4.3.